Entry 1:
Density functional theory data (ωB97M-V/def2-TZVPD) for 12 unconnected molecules or ions with the total composition C34H97N5O19 at a distorted geometry.

charge	0
E	-83169.70082	eV
ΔE to the lowest compared entry with this formula, charge and spin	895.64	kJ/mol

Geometry as XYZ:
```
155
C34H97N5O19 | OMol25 | ωB97M-V/def2-TZVPD
C 20.821 -14.609 -29.565
C 19.685 -13.889 -30.381
O 18.639 -13.627 -29.471
O 21.432 -13.801 -28.551
H 21.618 -14.950 -30.225
H 20.424 -15.531 -29.139
H 19.327 -14.456 -31.241
H 20.154 -12.968 -30.727
H 18.605 -12.673 -29.370
H 20.690 -13.320 -28.178
C 33.836 -7.784 -33.134
C 33.083 -7.789 -31.765
O 32.210 -6.675 -31.663
O 34.577 -6.642 -33.407
H 33.237 -7.925 -34.034
H 34.404 -8.711 -33.210
H 33.706 -7.919 -30.880
H 32.460 -8.667 -31.935
H 32.272 -6.192 -30.836
H 34.054 -5.838 -33.436
C 21.141 -4.405 -37.437
C 22.164 -4.571 -36.377
O 21.506 -4.448 -35.087
O 20.229 -5.461 -37.581
H 21.456 -4.264 -38.471
H 20.532 -3.550 -37.143
H 22.938 -3.811 -36.483
H 22.681 -5.524 -36.272
H 20.763 -5.048 -35.188
H 19.525 -5.209 -38.183
C 16.010 -6.616 -32.670
C 15.883 -5.078 -32.377
O 14.935 -4.578 -31.470
O 16.061 -7.339 -31.489
H 16.907 -6.899 -33.221
H 15.241 -7.062 -33.302
H 15.808 -4.629 -33.367
H 16.874 -4.783 -32.032
H 14.670 -3.792 -31.953
H 15.353 -6.964 -30.960
C 18.641 -7.180 -22.936
C 18.707 -8.481 -23.721
O 18.428 -8.547 -25.132
O 19.729 -6.249 -23.159
H 18.512 -7.281 -21.858
H 17.725 -6.649 -23.195
H 17.982 -9.088 -23.179
H 19.682 -8.953 -23.605
H 17.605 -8.058 -25.205
H 19.857 -6.193 -24.109
C 17.300 0.433 -27.166
C 18.520 0.888 -26.306
O 18.710 2.272 -26.454
O 16.280 1.062 -26.633
H 17.060 -0.630 -27.172
H 17.472 0.824 -28.169
H 19.412 0.315 -26.560
H 18.311 0.621 -25.270
H 19.246 2.450 -27.231
H 16.590 1.970 -26.669
C 31.250 -11.249 -23.444
C 29.935 -10.731 -24.060
O 28.900 -10.521 -23.172
O 32.114 -10.379 -22.680
H 31.981 -11.600 -24.172
H 31.033 -12.161 -22.887
H 29.513 -11.366 -24.839
H 30.132 -9.825 -24.633
H 29.211 -10.182 -22.330
H 33.050 -10.592 -22.719
C 30.277 0.113 -33.218
C 29.680 -0.515 -34.525
C 29.508 0.548 -35.629
O 28.428 1.385 -35.236
C 28.045 2.219 -36.340
N 30.659 -1.510 -34.913
H 30.699 -0.579 -32.490
H 29.386 0.461 -32.694
H 30.836 1.031 -33.398
H 28.721 -1.000 -34.345
H 29.257 0.055 -36.568
H 30.429 1.102 -35.808
H 28.916 2.519 -36.922
H 27.675 3.185 -35.997
H 27.332 1.789 -37.044
H 30.676 -2.195 -34.172
H 30.394 -1.989 -35.762
C 37.750 -4.314 -24.616
C 37.922 -5.584 -23.852
C 38.364 -6.725 -24.933
O 38.246 -8.105 -24.241
C 39.026 -9.103 -24.895
N 39.004 -5.605 -22.837
H 37.612 -3.512 -23.891
H 36.905 -4.481 -25.284
H 38.687 -4.154 -25.149
H 36.894 -5.791 -23.555
H 39.427 -6.600 -25.143
H 37.925 -6.587 -25.920
H 38.782 -10.101 -24.531
H 40.108 -9.075 -25.027
H 38.692 -8.968 -25.924
H 39.817 -5.381 -23.394
H 38.880 -4.733 -22.342
C 31.396 -2.011 -18.258
C 30.879 -1.025 -17.141
C 30.714 0.455 -17.653
O 31.955 0.936 -18.190
C 33.108 0.922 -17.349
N 29.547 -1.478 -16.692
H 31.242 -3.089 -18.226
H 32.475 -1.894 -18.357
H 30.879 -1.661 -19.152
H 31.462 -1.083 -16.222
H 30.497 1.087 -16.791
H 29.890 0.548 -18.360
H 33.082 1.302 -16.328
H 33.914 1.463 -17.845
H 33.559 -0.070 -17.319
H 28.898 -1.173 -17.403
H 29.249 -0.931 -15.897
C 17.952 3.507 -34.419
C 18.690 3.351 -33.119
C 20.125 2.597 -33.152
O 20.651 2.802 -31.845
C 21.921 2.317 -31.495
N 18.845 4.730 -32.646
H 16.935 3.896 -34.447
H 17.982 2.541 -34.924
H 18.575 4.149 -35.043
H 17.926 2.863 -32.515
H 20.774 3.174 -33.811
H 19.963 1.603 -33.569
H 22.232 2.764 -30.551
H 22.564 2.687 -32.293
H 21.972 1.232 -31.412
H 19.837 4.899 -32.557
H 18.572 4.679 -31.675
C 25.320 -6.767 -28.406
C 25.277 -5.521 -27.446
C 26.300 -4.475 -27.813
O 27.701 -4.657 -27.380
C 27.845 -4.668 -25.953
N 23.874 -5.085 -27.477
H 26.359 -7.095 -28.449
H 24.999 -6.610 -29.435
H 24.812 -7.591 -27.905
H 25.432 -5.812 -26.407
H 26.042 -3.566 -27.270
H 26.142 -4.312 -28.879
H 28.776 -5.060 -25.543
H 27.116 -5.292 -25.436
H 27.874 -3.751 -25.365
H 23.488 -5.998 -27.668
H 23.581 -4.601 -28.314
```

These are the Löwdin partial charges, in e, on atoms 1 to 4:
1. C -0.236
2. C -0.234
3. O -0.066
4. O -0.066

***

Entry 2:
Density functional theory data (ωB97M-V/def2-TZVPD) for 3 unconnected molecules or ions with the total composition C35H22BF3N2O8 at a distorted geometry.

charge	0
E	-64838.35969	eV

Geometry as XYZ:
```
71
C35H22BF3N2O8 | OMol25 | ωB97M-V/def2-TZVPD
C -6.206 -5.378 2.575
C -6.409 -5.254 1.004
C -5.210 -5.027 0.048
B -3.653 -4.870 0.504
O -3.183 -4.273 1.729
O -2.640 -5.330 -0.431
C -5.579 -4.957 -1.430
N -6.811 -5.018 -2.096
N -7.781 -5.168 -1.198
C -9.123 -5.175 -1.946
O -9.749 -6.270 -2.146
O -9.649 -3.950 -2.366
C -7.748 -5.307 0.193
C -8.991 -5.533 1.199
F -10.275 -5.615 0.661
F -9.011 -4.354 2.047
F -8.842 -6.740 1.986
H -5.133 -5.281 2.949
H -6.844 -4.639 3.197
H -6.564 -6.438 2.890
H -2.655 -4.998 2.165
H -2.879 -6.221 -0.774
H -4.684 -4.827 -2.159
C -1.854 0.134 1.894
C -2.163 -1.225 1.878
C -1.223 -2.148 1.433
C 0.027 -1.714 0.989
C 0.327 -0.351 0.981
C -0.612 0.572 1.446
C 1.630 0.126 0.467
O 1.896 1.318 0.463
C 2.603 -0.861 -0.050
C 3.813 -0.421 -0.591
C 4.739 -1.344 -1.068
C 4.465 -2.708 -0.997
C 3.259 -3.150 -0.464
C 2.321 -2.226 0.002
C 1.026 -2.705 0.534
O 0.784 -3.900 0.593
H -2.585 0.853 2.250
H -3.137 -1.565 2.216
H -1.468 -3.206 1.429
H -0.379 1.632 1.455
H 4.035 0.641 -0.646
H 5.677 -0.999 -1.493
H 5.191 -3.427 -1.363
H 3.050 -4.214 -0.417
C 2.553 4.050 -2.643
C 2.727 3.339 -1.457
C 3.535 3.854 -0.449
C 4.182 5.077 -0.629
C 4.028 5.777 -1.826
C 3.202 5.266 -2.830
C 4.747 7.051 -2.050
O 4.610 7.665 -3.095
C 5.644 7.564 -0.989
C 6.373 8.734 -1.208
C 7.208 9.231 -0.212
C 7.310 8.566 1.009
C 6.589 7.398 1.229
C 5.761 6.889 0.226
C 5.026 5.625 0.456
O 5.118 5.041 1.523
H 1.914 3.652 -3.426
H 2.231 2.385 -1.317
H 3.662 3.297 0.475
H 3.066 5.812 -3.758
H 6.297 9.258 -2.156
H 7.779 10.138 -0.386
H 7.956 8.958 1.789
H 6.676 6.882 2.180
```

These are the Löwdin partial charges, in e, on atoms 1 to 4:
1. C -0.036
2. C -0.010
3. C 0.053
4. B -0.458

***

For reference, HOMO-LUMO gap by record: 9.32, 6.13 eV.
For reference, HOMO level by record: -9.1, -8.8 eV.